Entry 1:
DFT (the ωB97M-V functional and the def2-TZVPD basis) results for a cluster of 4 separate species, C4H18NO3 in total in a non-equilibrium geometry.

Positions of all 26 atoms, in Å:
C1 -0.05488 -0.71304 -0.61054
C2 -0.44269 -0.84179 0.91995
C3 0.86410 -0.53631 1.71169
C4 -1.47411 0.19810 1.27027
N1 -1.27857 -1.01573 -1.41792
H1 0.51343 0.13565 -0.92080
H2 0.75937 -1.45427 -0.73135
H3 -0.87809 -1.83517 1.10830
H4 1.67248 -1.25307 1.76404
H5 1.24520 0.42569 1.40093
H6 0.55390 -0.59932 2.76135
H7 -1.16799 1.19719 0.85891
H8 -1.34819 0.28873 2.34713
H9 -2.48011 0.03720 0.86263
H10 -1.12455 -1.08740 -2.42004
H11 -1.71238 -1.93062 -1.22049
H12 -1.93900 -0.30274 -1.13246
H13 1.46362 2.40286 0.46860
H14 0.96312 2.60935 -0.97806
O1 0.74139 2.18155 -0.14259
H15 -2.79249 -2.89370 -3.40354
H16 -1.33436 -3.28902 -3.67193
O2 -1.88356 -2.59215 -3.28174
H17 3.55882 3.54119 2.27855
H18 3.99250 4.01332 0.83431
O3 3.58304 3.31351 1.34480

Largest force on an atom, eV/A: 3.66
Charge: +1
DFT total energy, eV: -12066.1381
ΔE to the lowest compared entry with this formula, charge and spin, kcal per mole: 28.30
Highest occupied orbital energy, eV: -14.3
Molar mass, g/mol: 128.192
Kohn-Sham gap, Ha: 0.415



Entry 2:
DFT (the ωB97M-V functional and the def2-TZVPD basis) results for a cluster of 4 separate species, C4H18NO3 in total in a non-equilibrium geometry.

Positions of all 26 atoms, in Å:
C1 0.06605 -0.86517 0.60158
C2 -0.99988 0.14191 0.89987
C3 -0.63458 1.17876 2.07921
C4 0.15443 2.30291 1.37181
N1 0.97405 -0.50556 -0.55688
H1 0.76569 -1.05207 1.41178
H2 -0.35894 -1.85069 0.40984
H3 -1.45724 0.56671 0.01174
H4 -1.79009 -0.39757 1.51823
H5 -1.51323 1.61833 2.53548
H6 -0.04027 0.61170 2.77959
H7 0.71810 2.03160 0.49007
H8 0.87896 2.66936 2.12610
H9 -0.49962 3.10175 1.05630
H10 1.91191 -0.37569 -0.19708
H11 0.68885 0.33594 -1.06568
H12 0.95262 -1.25036 -1.27684
H13 2.29662 -2.62522 -2.74063
H14 0.91164 -2.64393 -3.38688
O1 1.37667 -2.36592 -2.58257
H15 -3.71629 -2.56552 0.33565
H16 -4.36616 -1.31135 0.79070
O2 -3.52768 -1.61420 0.40610
H17 3.11881 1.35729 -2.43072
H18 1.89011 2.18207 -2.45689
O3 2.19947 1.32492 -2.12990

Largest force on an atom, eV/A: 1.46
Charge: +2
Spin multiplicity: 2
DFT total energy, eV: -12053.0063
ΔE to the lowest compared entry with this formula, charge and spin, kcal per mole: 0.00
Highest occupied orbital energy (spin up / spin down), eV: -18.6 / -18.2
Molar mass, g/mol: 128.192
Kohn-Sham gap (spin up / spin down), Ha: 0.454 / 0.182



Entry 3:
DFT (the ωB97M-V functional and the def2-TZVPD basis) results for a cluster of 5 separate species, C4H18NO5S in total in a non-equilibrium geometry.

Positions of all 29 atoms, in Å:
C1 1.81625 -1.40760 0.06493
N1 1.71593 -0.16528 -0.69660
C2 0.47212 0.60346 -0.43412
C3 0.64658 2.02336 -0.88907
S1 -0.91249 3.01677 -0.59209
C4 -0.86653 -0.12028 -0.81479
O1 -1.39124 -0.78892 0.34835
H1 1.90253 -1.12227 1.11618
H2 1.02393 -2.14616 0.00006
H3 2.73470 -1.87760 -0.32104
H4 1.72181 -0.38527 -1.68512
H5 0.44672 0.55070 0.66315
H6 0.92920 2.10450 -1.95322
H7 1.53809 2.43250 -0.39901
H8 -2.14690 -0.24632 0.59905
H9 -1.53687 0.62206 -1.20463
H10 -0.54462 -0.77553 -1.64061
H11 -0.41630 -0.01711 -3.69694
H12 0.74046 0.79777 -3.14304
O2 0.52889 0.17103 -3.82131
H13 -1.34063 -0.85652 3.24841
H14 -0.27125 -0.50158 1.96561
O3 -0.47366 -0.80405 2.86260
H15 -1.24058 -2.76087 0.41239
H16 -0.76699 -2.74973 1.83238
O4 -1.13056 -3.35352 1.16876
H17 -0.39469 2.27896 2.56406
H18 -1.48417 2.92417 1.77736
O5 -1.29970 2.55332 2.66832

Largest force on an atom, eV/A: 2.72
Charge: -1
DFT total energy, eV: -27003.5510
ΔE to the lowest compared entry with this formula, charge and spin, kcal per mole: 18.89
Highest occupied orbital energy, eV: -3.6
Molar mass, g/mol: 192.257
Kohn-Sham gap, Ha: 0.249



Entry 4:
DFT (the ωB97M-V functional and the def2-TZVPD basis) results for a structure of composition C4H19MgNO5 in a non-equilibrium geometry.

Positions of all 30 atoms, in Å:
Mg1 -0.23221 -0.80977 -0.70843
O1 0.36151 0.18346 -2.22527
H1 -0.22104 0.39812 -2.95383
H2 1.09853 0.78658 -2.32159
O2 -0.97787 -2.10511 0.68664
H3 -1.42438 -2.93959 0.54345
H4 -1.09572 -1.92687 1.61967
O3 -1.79826 -1.36827 -1.82793
H5 -1.71663 -0.79900 -2.59311
H6 -2.55551 -1.92136 -2.01997
O4 0.83913 -2.32204 -1.29799
H7 1.65786 -2.22124 -1.78353
H8 0.81494 -3.24834 -1.05796
C1 -0.79404 2.98053 0.91118
C2 -0.23753 1.74018 0.23607
C3 1.02491 1.16670 0.97070
O5 1.23279 -0.17033 0.49236
C4 2.05816 -0.96892 1.38386
N1 -1.20849 0.67968 0.32516
H9 -0.56922 2.96762 1.97766
H10 -1.84762 3.13947 0.68135
H11 -0.26187 3.83176 0.48654
H12 0.02256 1.91297 -0.80825
H13 0.73296 1.13077 2.02027
H14 1.87542 1.84762 0.93796
H15 1.75990 -0.69114 2.39480
H16 3.13873 -0.82585 1.38161
H17 1.92678 -2.04307 1.25333
H18 -2.11988 0.96885 -0.00019
H19 -1.48391 0.62658 1.29543

Largest force on an atom, eV/A: 2.04
Charge: +2
DFT total energy, eV: -21616.9490
ΔE to the lowest compared entry with this formula, charge and spin, kcal per mole: 0.00
Highest occupied orbital energy, eV: -17.9
Molar mass, g/mol: 185.503
Kohn-Sham gap, Ha: 0.414



Q: Which value of ΔE to the lowest compared entry with this formula, charge and spin does entry 4 give?
A: 0.00 kcal per mole



Q: Among the records above, which one has the lowest charge?
A: C4H18NO5S



Please write out number 3 again, unchanged.
DFT (the ωB97M-V functional and the def2-TZVPD basis) results for a cluster of 5 separate species, C4H18NO5S in total in a non-equilibrium geometry.

Positions of all 29 atoms, in Å:
C1 1.81625 -1.40760 0.06493
N1 1.71593 -0.16528 -0.69660
C2 0.47212 0.60346 -0.43412
C3 0.64658 2.02336 -0.88907
S1 -0.91249 3.01677 -0.59209
C4 -0.86653 -0.12028 -0.81479
O1 -1.39124 -0.78892 0.34835
H1 1.90253 -1.12227 1.11618
H2 1.02393 -2.14616 0.00006
H3 2.73470 -1.87760 -0.32104
H4 1.72181 -0.38527 -1.68512
H5 0.44672 0.55070 0.66315
H6 0.92920 2.10450 -1.95322
H7 1.53809 2.43250 -0.39901
H8 -2.14690 -0.24632 0.59905
H9 -1.53687 0.62206 -1.20463
H10 -0.54462 -0.77553 -1.64061
H11 -0.41630 -0.01711 -3.69694
H12 0.74046 0.79777 -3.14304
O2 0.52889 0.17103 -3.82131
H13 -1.34063 -0.85652 3.24841
H14 -0.27125 -0.50158 1.96561
O3 -0.47366 -0.80405 2.86260
H15 -1.24058 -2.76087 0.41239
H16 -0.76699 -2.74973 1.83238
O4 -1.13056 -3.35352 1.16876
H17 -0.39469 2.27896 2.56406
H18 -1.48417 2.92417 1.77736
O5 -1.29970 2.55332 2.66832

Largest force on an atom, eV/A: 2.72
Charge: -1
DFT total energy, eV: -27003.5510
ΔE to the lowest compared entry with this formula, charge and spin, kcal per mole: 18.89
Highest occupied orbital energy, eV: -3.6
Molar mass, g/mol: 192.257
Kohn-Sham gap, Ha: 0.249



Q: Which of these has the highest molar mass?
A: C4H18NO5S